[1]
ORCA calculation (ωB97M-V with the def2-TZVPD basis set) on a cluster of 3 separate species, C24H45BBrNO14S2 in total at a distorted geometry.

Summary:
SMILES string: CCB(O)[C@]1(CCOC(=O)CC)OS(=O)(=O)[C@@H](CCOC(C)=O)[C@@H](Br)[C@@]1(S)CN.CCOC(=O)OC.CCOC(=O)OC
gap between HOMO and LUMO: 9.42 eV
LUMO level: -0.23 eV

ORCA input file:
```
! wB97M-V def2-TZVPD RIJCOSX def2/J DEFGRID3
* xyz 0 1
C -4.522 2.030 1.815
C -4.424 0.731 0.766
B -4.430 1.338 -0.798
O -5.345 2.469 -1.039
C -3.471 0.630 -1.990
C -4.595 0.228 -3.163
C -4.068 -0.919 -4.209
O -5.136 -1.894 -4.507
C -4.693 -3.279 -4.275
O -5.136 -3.880 -3.147
C -3.759 -4.188 -5.269
C -2.686 -3.342 -6.178
O -3.040 -0.619 -1.413
S -1.419 -0.977 -1.403
O -1.197 -2.265 -2.289
O -1.038 -1.446 0.056
C -0.203 0.349 -1.863
C 1.160 -0.411 -2.466
C 1.952 -1.297 -1.306
O 2.110 -0.595 -0.023
C 2.846 -1.478 0.936
C 4.477 -1.248 1.008
O 2.186 -2.422 1.648
C -0.952 1.306 -2.972
Br -0.926 0.567 -4.833
C -2.405 1.756 -2.401
S -2.045 2.755 -0.808
C -2.968 2.924 -3.460
N -2.082 4.186 -3.417
H -3.708 2.865 1.557
H -5.563 2.581 1.755
H -4.260 1.685 2.925
H -3.379 0.219 1.035
H -5.307 -0.015 0.941
H -6.273 2.047 -1.014
H -5.471 -0.293 -2.539
H -5.092 1.159 -3.665
H -3.851 -0.354 -5.238
H -3.073 -1.455 -3.908
H -3.135 -4.955 -4.618
H -4.393 -4.865 -6.020
H -2.344 -3.918 -7.141
H -1.698 -3.059 -5.584
H -3.169 -2.322 -6.538
H 0.169 0.910 -0.901
H 0.921 -1.157 -3.335
H 1.933 0.384 -2.864
H 3.056 -1.483 -1.718
H 1.470 -2.361 -1.147
H 4.661 -0.070 0.960
H 4.988 -1.713 1.955
H 4.992 -1.736 0.049
H -0.287 2.298 -3.019
H -2.864 3.924 -0.825
H -3.101 2.518 -4.554
H -4.048 3.316 -3.135
H -2.019 4.626 -4.365
H -2.564 4.878 -2.770
C 1.041 -2.554 5.258
C 2.380 -2.975 4.679
O 3.337 -3.225 5.716
C 3.181 -4.391 6.392
O 2.317 -5.229 6.192
O 4.136 -4.450 7.353
C 4.016 -5.580 8.213
H 1.163 -1.695 5.926
H 0.341 -2.287 4.460
H 0.592 -3.356 5.852
H 2.782 -2.158 4.069
H 2.284 -3.849 4.024
H 3.986 -6.514 7.642
H 3.121 -5.481 8.835
H 4.891 -5.605 8.867
C 2.954 2.844 2.492
C 3.585 2.959 1.116
O 4.030 4.297 0.861
C 5.170 4.669 1.494
O 5.838 3.973 2.242
O 5.425 5.963 1.176
C 6.542 6.514 1.867
H 2.151 3.578 2.610
H 2.545 1.841 2.648
H 3.683 3.042 3.284
H 2.833 2.726 0.354
H 4.408 2.247 0.984
H 7.439 5.901 1.730
H 6.307 6.620 2.931
H 6.740 7.508 1.457
*
```

List of Mulliken charges in e, atom by atom: -0.74 -0.24 0.36 -0.71 0.83 -0.66 -0.13 -0.34 0.54 -0.55 -0.35 -0.68 -0.21 1.03 -0.64 -0.65 -0.13 -0.79 -0.62 0.07 0.40 -0.61 -0.51 -0.79 -0.06 0.07 -0.30 -0.77 -0.51 0.13 0.22 0.31 0.11 0.28 0.33 0.37 0.30 0.10 0.10 0.25 0.32 0.35 0.12 0.17 0.38 0.29 0.42 0.32 0.35 0.05 0.29 0.28 0.55 0.24 0.41 0.17 0.26 0.24 -1.14 0.18 -0.36 0.72 -0.55 -0.34 -0.62 0.32 0.31 0.32 0.01 0.33 0.29 0.29 0.22 -1.15 0.16 -0.37 0.70 -0.55 -0.34 -0.62 0.32 0.33 0.33 0.09 0.25 0.29 0.29 0.23



[2]
ORCA calculation (ωB97M-V with the def2-TZVPD basis set) on a structure of composition C51H50FeN11SSeTe at a distorted geometry.

Summary:
gap between HOMO and LUMO (alpha / beta): 7.16 / 5.78 eV
energy above the lowest of the compared OMol25 structures with the same formula, charge and spin: 12.55 kcal/mol
LUMO level (alpha / beta): -5.76 / -7.09 eV

ORCA input file:
```
! wB97M-V def2-TZVPD RIJCOSX def2/J DEFGRID3
* xyz 2 6
Fe -0.457 -0.256 0.101
C -0.346 -4.941 0.059
C -0.780 -3.649 0.321
N -0.378 -2.625 -0.420
C 0.446 -2.892 -1.435
C 0.904 -4.183 -1.660
N 0.508 -5.210 -0.918
C 0.791 -1.735 -2.300
C 1.616 -1.815 -3.408
C 1.832 -0.682 -4.183
C 1.144 0.484 -3.844
C 0.325 0.483 -2.735
N 0.194 -0.595 -1.954
C -0.595 1.593 -2.380
C -0.663 2.802 -3.060
N -1.647 3.668 -2.858
C -2.568 3.332 -1.963
C -2.456 2.177 -1.200
N -1.464 1.314 -1.402
C 2.734 -0.727 -5.354
C 2.401 -0.096 -6.547
C 3.273 -0.209 -7.619
N 4.424 -0.875 -7.570
C 4.737 -1.464 -6.418
C 3.933 -1.425 -5.289
H -0.698 -5.774 0.656
H -1.459 -3.432 1.133
H 1.604 -4.400 -2.455
H 2.071 -2.753 -3.692
H 1.255 1.370 -4.452
H 0.095 3.084 -3.780
H -3.409 4.001 -1.835
H -3.175 1.951 -0.425
H 1.471 0.444 -6.661
H 3.029 0.253 -8.568
H 5.679 -2.000 -6.397
H 4.252 -1.910 -4.374
N -2.925 -1.197 0.590
C -3.058 -0.112 1.443
C -4.133 0.056 2.308
C -4.126 1.163 3.129
C -3.080 2.082 3.045
C -2.057 1.838 2.160
N -2.018 0.734 1.393
H -3.738 -1.750 0.361
H -2.405 -0.969 -0.251
H -4.942 -0.661 2.329
H -4.945 1.330 3.815
H -3.064 2.970 3.659
H -1.239 2.532 2.014
C 6.738 3.168 -0.256
C 5.310 3.625 0.025
C 4.261 2.853 -0.777
C 4.055 1.417 -0.310
N 3.583 1.355 1.083
C 2.371 1.730 1.516
Se 0.925 2.058 0.357
N 2.360 1.725 2.857
C 1.289 2.236 3.718
C 1.255 3.757 3.738
C 2.430 4.381 4.484
C 2.295 5.892 4.610
C 3.601 1.283 3.311
C 4.085 1.050 4.597
C 5.368 0.558 4.692
C 6.148 0.303 3.549
C 5.669 0.538 2.278
C 4.373 1.041 2.183
H 7.462 3.815 0.238
H 6.950 3.193 -1.326
H 6.927 2.152 0.097
H 5.219 4.683 -0.222
H 5.095 3.543 1.095
H 4.558 2.811 -1.828
H 3.302 3.374 -0.736
H 4.984 0.852 -0.344
H 3.328 0.893 -0.929
H 1.477 1.837 4.715
H 0.353 1.810 3.371
H 0.315 4.065 4.208
H 1.229 4.126 2.708
H 3.363 4.142 3.963
H 2.497 3.934 5.481
H 2.254 6.368 3.628
H 3.135 6.322 5.153
H 1.383 6.159 5.148
H 3.493 1.244 5.480
H 5.786 0.357 5.669
H 7.148 -0.089 3.672
H 6.269 0.328 1.405
Te -0.015 -1.146 2.821
C 1.296 -2.729 3.199
C 2.647 -2.427 3.323
C 3.554 -3.456 3.532
C 3.113 -4.770 3.600
C 1.761 -5.062 3.489
C 0.844 -4.039 3.295
C -1.573 -1.716 4.114
C -2.572 -2.617 3.755
C -3.504 -3.030 4.696
C -3.443 -2.541 5.994
C -2.464 -1.625 6.348
C -1.528 -1.208 5.410
H 2.998 -1.403 3.263
H 4.605 -3.227 3.643
H 3.826 -5.571 3.748
H 1.419 -6.087 3.554
H -0.215 -4.266 3.255
H -2.636 -2.999 2.744
H -4.273 -3.740 4.419
H -4.161 -2.876 6.731
H -2.423 -1.238 7.357
H -0.762 -0.497 5.696
S 3.764 -2.177 -0.482
C 2.500 -1.414 0.156
N 1.569 -0.869 0.635
*
```

Mulliken population analysis, charges in e, atoms 1 to 99: 1.13 -0.82 -0.01 0.47 -0.27 -0.18 -0.61 0.50 -1.00 0.74 -1.12 0.60 0.37 -0.28 0.02 -0.58 -0.90 -0.10 0.27 0.13 -0.47 -0.49 -0.56 -0.42 -0.60 0.46 0.25 0.46 0.79 0.56 0.48 0.46 0.48 0.49 0.39 0.38 0.54 0.17 0.05 -0.91 -0.68 -1.11 -0.84 0.75 0.38 -0.03 0.56 0.48 0.52 0.68 -1.28 -0.11 -0.49 -0.99 1.69 -1.10 0.08 1.54 -0.20 -0.69 -0.13 -1.45 0.46 -0.94 -0.92 -1.00 -0.97 0.66 0.41 0.34 0.20 0.50 -0.08 0.71 0.03 0.74 -0.39 0.65 -0.97 0.65 0.18 0.15 0.28 0.32 0.41 0.36 0.50 0.48 0.47 0.54 -0.23 0.56 -0.12 -0.59 -0.77 -0.74 -0.42 0.84 0.02



[3]
ORCA calculation (ωB97M-V with the def2-TZVPD basis set) on a cluster of 2 separate species, C8H17N3O in total at a distorted geometry.

Summary:
SMILES string: CN1C[C@H]1C=O.C=NNCCC
gap between HOMO and LUMO: 10.00 eV
energy above the lowest of the compared OMol25 structures with the same formula, charge and spin: 72.61 kcal/mol
LUMO level: 0.78 eV

ORCA input file:
```
! wB97M-V def2-TZVPD RIJCOSX def2/J DEFGRID3
* xyz 0 1
C 1.839 2.512 -0.300
C 2.265 1.280 0.496
C 1.896 -0.009 -0.247
C 0.907 -2.459 -0.896
C -1.205 -0.840 1.339
C -1.578 0.448 -0.754
C -2.781 0.628 0.085
C -3.854 -0.393 -0.064
H 2.265 3.434 0.108
H 2.187 2.430 -1.343
H 0.757 2.579 -0.344
H 1.769 1.302 1.485
H 3.353 1.316 0.675
H 0.811 0.054 -0.415
H 2.382 -0.122 -1.237
H 3.153 -1.293 0.732
H 0.708 -1.650 -1.603
H 0.465 -3.440 -1.122
H -0.131 -0.910 1.561
H -1.752 -0.878 2.289
H -1.475 -1.729 0.734
H -1.467 -0.501 -1.315
H -1.170 1.338 -1.258
H -3.169 1.629 0.268
H -3.485 -1.445 -0.189
N 2.149 -1.184 0.607
N 1.668 -2.400 0.118
N -1.465 0.436 0.685
O -5.042 -0.132 -0.095
*
```

List of Mulliken charges in e, atom by atom: -1.12 -0.33 -0.04 -0.40 -0.78 -0.72 0.20 -0.16 0.37 0.28 0.21 0.21 0.36 -0.37 0.51 0.33 0.31 0.31 0.28 0.37 0.21 0.25 0.23 0.38 0.27 -0.02 -0.62 -0.04 -0.49



[4]
ORCA calculation (ωB97M-V with the def2-TZVPD basis set) on an isolated molecule of C4H7BrOS at a distorted geometry.

Summary:
gap between HOMO and LUMO (alpha / beta): 7.15 / 7.17 eV
energy above the lowest of the compared OMol25 structures with the same formula, charge and spin: 66.10 kcal/mol
LUMO level (alpha / beta): -0.93 / -0.92 eV

ORCA input file:
```
! wB97M-V def2-TZVPD RIJCOSX def2/J DEFGRID3
* xyz 0 1
C 0.499 0.824 -0.216
C -0.514 -0.225 -0.915
C 0.683 0.196 1.273
C -1.660 -0.601 -0.115
O -0.409 -0.034 1.868
S -2.067 -2.307 0.045
Br -2.902 0.802 0.065
H 1.414 0.834 -0.769
H 0.037 1.768 -0.120
H -0.830 0.335 -1.877
H 0.062 -1.090 -1.333
H 1.237 -0.726 1.067
H 1.219 1.122 1.681
H -3.311 -2.260 0.428
*
```

List of Mulliken charges in e, atom by atom: -0.73 -1.17 -0.35 0.68 -0.55 -0.15 -0.01 0.39 0.39 0.32 0.43 0.32 0.28 0.16



| no. | DFT total energy (Eh) |
| --- | --- |
| 1 | -5444.47972 |
| 2 | -6906.69643 |
| 3 | -554.40620 |
| 4 | -3203.90856 |